Record 1
The following is a DFT calculation (wB97M-V/def2-TZVPD) of a molecular structure, C36H51F3N14O2S in a non-equilibrium geometry.

The geometry in ORCA input format:
```
! wB97M-V def2-TZVPD RIJCOSX def2/J DEFGRID3
* xyz 0 1
C 2.6276 -0.7046 0.7613
C 1.1056 -0.9784 0.9166
O 0.8443 -2.2213 0.2643
C -0.3052 -2.8781 0.7802
C -1.2089 -3.2837 -0.4370
O -2.5685 -3.2510 -0.0205
C -3.3059 -2.2866 -0.7829
C -2.7648 -0.8644 -0.5448
C -2.8434 -0.2138 0.6683
C -3.5637 -0.9664 1.7896
N -2.9889 -0.7816 3.1257
C -3.9324 -1.4426 4.0782
C -2.2462 1.1165 0.7773
C -2.2713 1.8687 2.1316
F -1.3208 1.3047 2.9205
F -1.8633 3.1517 2.0067
F -3.4520 1.8840 2.7331
C -1.6455 1.7498 -0.2928
C -1.5950 1.1044 -1.5593
N -1.0483 1.6412 -2.6632
S -1.2928 0.4625 -3.7524
N -2.0245 -0.7153 -2.9248
C -2.1485 -0.2264 -1.6652
H 2.9706 0.0973 1.4328
H 3.1230 -1.6464 1.0756
H 2.8518 -0.4596 -0.2823
H 0.8635 -1.0112 1.9950
H 0.5621 -0.1609 0.4062
H -0.8814 -2.2414 1.4724
H -0.0211 -3.8184 1.2904
H -0.8813 -4.2998 -0.7284
H -0.9836 -2.6291 -1.2923
H -4.3411 -2.3639 -0.4336
H -3.1988 -2.5234 -1.8481
H -3.6542 -2.0463 1.5883
H -4.5991 -0.5757 1.8151
H -2.0842 -1.2360 3.1919
H -4.2335 -0.7715 4.8990
H -4.8629 -1.7570 3.5796
H -3.4627 -2.3577 4.4695
H -1.2000 2.7425 -0.2317
C 2.5700 -2.7209 -3.1123
C 3.6333 -1.8928 -2.5344
N 4.4674 -1.2457 -2.0774
H 1.7602 -2.0874 -3.4715
H 2.9638 -3.2992 -3.9462
H 2.1806 -3.4002 -2.3547
C -2.8479 5.3611 -0.1974
C -2.5189 5.6108 -1.6080
N -2.2596 5.8028 -2.7123
H -3.3293 4.3912 -0.0844
H -1.9376 5.3685 0.3992
H -3.5233 6.1342 0.1648
C -0.5595 0.6315 6.1049
C -0.7434 -0.8055 5.8970
N -0.8749 -1.9360 5.7403
H -1.2234 1.1914 5.4480
H -0.7825 0.8895 7.1393
H 0.4724 0.8990 5.8822
C 3.1719 3.6123 6.0576
C 2.9623 2.1743 5.8535
N 2.8016 1.0462 5.6930
H 2.5129 4.1778 5.4011
H 2.9559 3.8733 7.0920
H 4.2058 3.8691 5.8335
C 1.8524 -1.2607 -7.2625
C 2.5454 -2.4048 -6.6547
N 3.0889 -3.3040 -6.1861
H 0.9239 -1.0631 -6.7291
H 2.4857 -0.3749 -7.2142
H 1.6249 -1.4823 -8.3038
C 5.8479 -0.5611 5.5914
C 6.9798 0.1555 6.1927
N 7.8666 0.7180 6.6625
H 5.0989 0.1508 5.2533
H 6.1894 -1.1500 4.7413
H 5.3987 -1.2264 6.3266
C 5.2434 2.0775 -3.6590
C 4.8466 1.5111 -4.9536
N 4.5414 1.0660 -5.9691
H 5.8835 1.3728 -3.1310
H 5.7870 3.0082 -3.8141
H 4.3607 2.2761 -3.0541
C 2.4593 -2.5814 5.1407
C 3.3291 -2.6797 3.9621
N 4.0092 -2.7548 3.0372
H 2.1336 -3.5747 5.4437
H 3.0017 -2.1171 5.9627
H 1.5857 -1.9785 4.9068
C 0.6657 5.5951 -5.1267
C 0.5459 4.1485 -5.3424
N 0.4451 3.0154 -5.5110
H 0.0047 6.1258 -5.8091
H 0.3883 5.8382 -4.1023
H 1.6921 5.9110 -5.3055
C -3.5741 3.0037 -6.0543
C -5.0249 2.8157 -6.1825
N -6.1612 2.6685 -6.2826
H -3.3661 3.9152 -5.4957
H -3.1356 2.1574 -5.5284
H -3.1219 3.0808 -7.0415
C -4.6456 -6.4961 -1.5468
C -5.0306 -5.1058 -1.8154
N -5.3324 -4.0162 -2.0257
H -4.2275 -6.5751 -0.5448
H -5.5184 -7.1420 -1.6219
H -3.8997 -6.8188 -2.2709
*
```

## Properties
Strongest force on any atom, eV/A: 1.9
Kohn-Sham gap, eV: 8.05
Energy, eV: -82098.9899



Record 2
The following is a DFT calculation (wB97M-V/def2-TZVPD) of a molecular structure, CH4IP in a non-equilibrium geometry.

The geometry in ORCA input format:
```
! wB97M-V def2-TZVPD RIJCOSX def2/J DEFGRID3
* xyz 0 1
C 1.0285 0.2755 0.0354
P 0.0289 -1.1977 0.1066
I 3.0061 -0.0154 0.0228
H 0.6500 1.0648 -0.5305
H 0.4930 0.8598 1.8198
H -1.2340 -0.6838 -0.2804
H 0.0251 -1.6169 -1.1452
*
```

## Properties
Strongest force on any atom, eV/A: 4.2
Energy relative to the best compared isomer or geometry (same formula, charge and spin), kJ/mol: 450.8
Kohn-Sham gap (alpha / beta), eV: 8.37 / 8.37
Energy, eV: -18486.8507



Record 3
The following is a DFT calculation (wB97M-V/def2-TZVPD) of a molecular structure, C8H17Cl2EuNO4P in a non-equilibrium geometry.

The geometry in ORCA input format:
```
! wB97M-V def2-TZVPD RIJCOSX def2/J DEFGRID3
* xyz 2 7
C -3.3889 4.9552 0.0019
C -2.4479 3.8064 0.1986
H -3.2334 5.4324 -0.9716
H -3.2507 5.7118 0.7837
H -4.4354 4.6213 0.0529
O -1.7137 3.2994 -0.6344
Cl -2.4856 3.1456 1.8684
Eu -0.0775 0.9439 0.9943
P -1.6442 -1.1114 -0.8943
C -1.6207 -2.0613 -2.4639
C -2.1741 -2.5314 0.1427
H -3.5011 0.2617 -0.1673
H -4.0058 -1.0196 -1.3374
H -3.1763 0.4706 -1.9339
C -3.2503 -0.2535 -1.1078
H -2.4088 -2.1496 1.1485
H -3.0549 -3.0016 -0.3216
H -2.5846 -2.5899 -2.5634
H -0.8064 -2.8046 -2.4465
H -1.3425 -3.2474 0.2200
H -1.4838 -1.3963 -3.3299
C 0.8672 -0.2369 -1.4702
O 1.3213 -0.8136 -2.3595
Cl -1.7249 -0.2904 2.6473
N 2.6299 -3.2174 2.2202
C 3.2130 -1.8380 2.0973
C 2.0839 -0.9241 1.6814
O 2.2471 0.3402 1.8011
O 1.0393 -1.4712 1.2168
H 1.7643 -3.2711 2.7814
H 3.2609 -3.8784 2.6812
H 2.4612 -3.6261 1.2915
H 3.6427 -1.5654 3.0509
H 4.0069 -1.8925 1.3512
*
```

## Properties
Strongest force on any atom, eV/A: 3.5
Expectation value of S²: 12.031
Kohn-Sham gap (alpha / beta), eV: 5.43 / 8.78
Energy, eV: -71901.2667



Record 4
The following is a DFT calculation (wB97M-V/def2-TZVPD) of a molecular structure, C3H5HgO3 in a non-equilibrium geometry.

The geometry in ORCA input format:
```
! wB97M-V def2-TZVPD RIJCOSX def2/J DEFGRID3
* xyz 0 2
H -0.8357 0.4598 -1.5616
C -1.1621 0.4887 -0.5073
C -0.2546 1.2142 0.2908
O 1.1362 0.8875 0.1766
C 1.5292 -0.3383 0.1389
O 2.8347 -0.3302 -0.0487
Hg -0.0005 -2.2154 0.4378
O -1.7706 -1.1278 0.4563
H -2.2112 0.6134 -0.7883
H -2.1031 -0.7205 1.2615
H -0.3232 2.3046 0.2327
H 3.1609 -1.2360 -0.0887
*
```

## Properties
Strongest force on any atom, eV/A: 2.7
Energy relative to the best compared isomer or geometry (same formula, charge and spin), kJ/mol: 435.2
Expectation value of S²: 0.757
Kohn-Sham gap (alpha / beta), eV: 7.54 / 6.29
Energy, eV: -13502.4153



Record 5
The following is a DFT calculation (wB97M-V/def2-TZVPD) of 3 unconnected molecules or ions with the total composition C28H52N6O7P2 in a non-equilibrium geometry.

The geometry in ORCA input format:
```
! wB97M-V def2-TZVPD RIJCOSX def2/J DEFGRID3
* xyz 0 1
C -0.3855 0.5840 1.1295
C 1.0049 -0.2083 1.4021
O 0.9648 -1.2073 2.1802
O 2.2607 0.1817 0.8174
C 2.5961 1.4423 1.4587
C 4.1874 1.5648 1.7989
C 5.0966 1.5179 0.4916
C 5.7289 2.6257 -0.1378
C 5.7578 4.1833 0.2046
C 6.2435 4.5409 1.6836
C 6.7436 3.5411 2.7579
C 7.1341 4.0970 4.1809
C 7.0415 5.6190 4.5543
C 6.5852 6.6286 3.4661
C 6.2010 6.0722 2.0730
C 5.7260 7.1382 0.9545
C 6.5101 2.1600 -1.4612
O 7.1803 2.8762 -2.2548
O 6.2723 0.7422 -1.6346
C 5.5124 0.3275 -0.4777
O 5.2815 -0.8989 -0.4602
H -0.9949 0.6820 2.0950
H -0.9946 0.0072 0.3453
H -0.1698 1.6417 0.7439
H 2.0634 1.4472 2.4898
H 2.2654 2.3773 0.8765
H 4.4280 0.6020 2.3967
H 4.2904 2.5163 2.4230
H 6.5056 4.6693 -0.5280
H 4.7254 4.6333 -0.0162
H 6.7874 2.4193 2.5155
H 7.4811 3.4095 5.0379
H 7.2937 6.0311 5.5935
H 6.5306 7.7462 3.6846
H 6.3304 8.1007 1.1833
H 6.0654 6.8296 -0.1074
H 4.6052 7.3624 0.9968
C -4.1206 -2.4904 0.6674
N -3.6276 -3.1489 1.8548
C -2.3762 -3.8607 1.5819
P -3.8092 -2.6350 3.4628
O -2.8329 -1.4510 3.3476
N -5.1767 -1.6583 3.8228
C -6.2046 -1.2531 2.8855
C -4.9048 -0.5298 4.7158
N -4.8967 -4.0217 3.6465
C -5.6794 -4.7345 2.6592
C -5.2044 -4.4036 5.0195
H -4.1408 -3.1979 -0.1706
H -3.5126 -1.6265 0.3830
H -5.1579 -2.1784 0.7644
H -2.4658 -4.9019 1.9118
H -1.5327 -3.4083 2.1134
H -2.1181 -3.8789 0.5216
H -5.8088 -0.5932 2.1007
H -7.0058 -0.7060 3.3895
H -6.7029 -2.1045 2.4259
H -4.5006 0.3317 4.1684
H -4.1856 -0.8068 5.4924
H -5.8120 -0.2068 5.2379
H -6.1600 -4.0776 1.9337
H -6.4884 -5.3087 3.1235
H -5.0592 -5.4511 2.1118
H -6.1327 -3.9297 5.3582
H -4.4031 -4.0928 5.6952
H -5.3029 -5.4879 5.1273
C -0.0399 -2.2446 -3.0474
N -1.3908 -1.9720 -3.4859
C -2.3700 -2.6027 -2.5988
P -1.9518 -0.5771 -4.2760
O -1.8477 0.3447 -3.0459
N -0.8136 0.3069 -5.2112
C 0.5795 -0.0404 -5.4092
C -0.9044 1.7619 -5.0706
N -2.1384 -1.6169 -5.6982
C -1.4616 -2.8462 -6.0544
C -2.9634 -1.0748 -6.7713
H 0.0859 -3.3204 -2.8764
H 0.2218 -1.7105 -2.1293
H 0.6988 -2.0175 -3.8121
H -3.0658 -3.2087 -3.1904
H -2.9528 -1.8556 -2.0508
H -1.9149 -3.2640 -1.8593
H 1.1529 0.0092 -4.4729
H 1.0605 0.6418 -6.1152
H 0.7000 -1.0251 -5.8562
H -0.3686 2.1171 -4.1808
H -1.9466 2.0855 -4.9916
H -0.4890 2.2737 -5.9456
H -0.3923 -2.8266 -5.8423
H -1.5495 -3.0595 -7.1250
H -1.8982 -3.6998 -5.5267
H -2.3460 -0.5628 -7.5181
H -3.6823 -0.3514 -6.3774
H -3.5450 -1.8554 -7.2706
*
```

## Properties
Strongest force on any atom, eV/A: 6.9
SMILES string: CC(=O)OCCC1=C(Cc2ccccc2C)C(=O)OC1=O.CN(C)P(=O)(N(C)C)N(C)C.CN(C)P(=O)(N(C)C)N(C)C
Kohn-Sham gap, eV: 6.98
Energy, eV: -71716.6878



Record 6
The following is a DFT calculation (wB97M-V/def2-TZVPD) of a molecular structure, C41H41CoN2OP2 in a non-equilibrium geometry.

The geometry in ORCA input format:
```
! wB97M-V def2-TZVPD RIJCOSX def2/J DEFGRID3
* xyz 3 2
Co 0.1456 -0.1861 -0.0703
C 2.9375 0.9080 1.5558
C 1.5201 0.4235 1.6618
C 1.2406 -0.9567 1.7518
C -0.0433 -1.4348 2.0450
C -0.2869 -2.8805 2.3268
C -1.0793 -0.4994 2.1728
C -0.8553 0.8704 2.0651
C -1.9324 1.8390 2.4136
C 0.4497 1.3154 1.7470
H 3.3861 0.8684 2.5531
H 2.9958 1.9422 1.2206
H 3.5522 0.2749 0.9126
H 2.0631 -1.6606 1.6863
H -0.1352 -3.0472 3.3983
H 0.4094 -3.5283 1.7970
H -1.3143 -3.1656 2.1002
H -2.0641 -0.8511 2.4526
H -1.9927 1.8988 3.5061
H -2.9088 1.5061 2.0649
H -1.7272 2.8381 2.0406
H 0.6480 2.3810 1.6855
C -1.4525 -1.3820 -3.0519
N -1.1819 -0.0559 -3.5149
C -1.7695 0.9868 -2.7588
P -0.6263 1.5916 -1.4099
C -1.5388 2.9694 -0.7119
C -0.8633 4.1568 -0.4005
C -1.5781 5.2486 0.0665
C -2.9576 5.1646 0.2235
C -3.6285 3.9797 -0.0623
C -2.9235 2.8757 -0.5125
C 0.8198 2.2585 -2.2411
C 2.0548 2.2692 -1.5827
C 3.1681 2.8295 -2.1870
C 3.0551 3.3669 -3.4636
C 1.8315 3.3533 -4.1222
C 0.7098 2.8101 -3.5169
C -0.6783 0.1625 -4.8452
C -1.3843 0.9467 -5.7491
C -0.9124 1.1154 -7.0445
C 0.2650 0.5061 -7.4482
C 0.9758 -0.2660 -6.5428
C 0.5071 -0.4356 -5.2481
P -1.1051 -1.7548 -1.2480
C -2.7570 -1.9815 -0.5589
C -3.4499 -3.1728 -0.8036
C -4.7491 -3.3144 -0.3390
C -5.3743 -2.2726 0.3343
C -4.7089 -1.0695 0.5298
C -3.4014 -0.9275 0.0899
C -0.2300 -3.3235 -1.3156
C 0.7820 -3.4961 -2.2722
C 1.4616 -4.6989 -2.3566
C 1.1424 -5.7383 -1.4888
C 0.1617 -5.5663 -0.5207
C -0.5162 -4.3609 -0.4200
H -0.9037 -2.1017 -3.6466
H -2.5220 -1.6243 -3.1325
H -2.7074 0.6805 -2.2829
H -1.9554 1.8755 -3.3543
H 0.2068 4.2345 -0.5526
H -1.0619 6.1732 0.2936
H -3.5159 6.0285 0.5632
H -4.7034 3.9196 0.0613
H -3.4603 1.9589 -0.7305
H 2.1427 1.8593 -0.5832
H 4.1202 2.8468 -1.6721
H 3.9214 3.8019 -3.9460
H 1.7500 3.7665 -5.1202
H -0.2353 2.8294 -4.0464
H -2.3359 1.3870 -5.4650
H -1.4895 1.6998 -7.7499
H 0.6207 0.6272 -8.4621
H 1.9110 -0.7225 -6.8432
H 1.0954 -1.0056 -4.5312
H -2.9857 -3.9747 -1.3640
H -5.2755 -4.2457 -0.5105
H -6.3892 -2.3968 0.6916
H -5.2124 -0.2446 1.0200
H -2.8881 0.0139 0.2303
H 1.0282 -2.7020 -2.9697
H 2.2331 -4.8316 -3.1056
H 1.6580 -6.6880 -1.5728
H -0.0836 -6.3771 0.1548
H -1.2785 -4.2378 0.3358
O 2.3111 -1.2820 -1.1039
N 1.4656 -0.5625 -1.0897
*
```

## Properties
Strongest force on any atom, eV/A: 2.8
Energy relative to the best compared isomer or geometry (same formula, charge and spin), kJ/mol: 60.0
Expectation value of S²: 0.919
Kohn-Sham gap (alpha / beta), eV: 4.35 / 5.05
Energy, eV: -104387.0808



Record 7
The following is a DFT calculation (wB97M-V/def2-TZVPD) of 2 unconnected molecules or ions with the total composition C2H3ClFNOS in a non-equilibrium geometry.

The geometry in ORCA input format:
```
! wB97M-V def2-TZVPD RIJCOSX def2/J DEFGRID3
* xyz 0 1
C -0.9684 -0.6380 1.4113
N -1.0791 -0.1778 0.2449
C -0.8897 0.8549 -0.6000
O 0.0505 1.1057 -1.2534
F -2.1142 1.5033 -0.8473
H -1.2571 -1.5845 1.5735
H -0.6402 0.0396 2.2303
S 3.0697 -0.2591 -1.2276
Cl 1.8914 -1.4391 0.0050
H 1.9370 0.5949 -1.5368
*
```

## Properties
Strongest force on any atom, eV/A: 5.5
SMILES string: C=NC(=O)F.SCl
Energy relative to the best compared isomer or geometry (same formula, charge and spin), kJ/mol: 161.2
Kohn-Sham gap, eV: 8.95
Energy, eV: -31733.9156



Record 8
The following is a DFT calculation (wB97M-V/def2-TZVPD) of 2 unconnected molecules or ions with the total composition C4H11S.

The geometry in ORCA input format:
```
! wB97M-V def2-TZVPD RIJCOSX def2/J DEFGRID3
* xyz 0 2
C -2.8595 0.1951 -2.1576
S -2.1447 -0.6586 -0.7922
H -3.9173 0.4284 -2.0126
H -2.8653 -0.4782 -3.0148
H -2.3214 1.0787 -2.4835
C 3.1405 1.2561 1.5449
C 1.8097 0.5897 1.1874
C 1.9393 -0.8985 0.9556
H 3.7911 1.2321 0.6795
H 3.0000 2.3031 1.7923
H 3.6010 0.7468 2.3948
H 1.0527 0.7683 1.9521
H 1.4103 1.0714 0.2891
H 0.9690 -1.2739 0.6216
H 2.1414 -1.4066 1.8961
H 2.7281 -1.2105 0.2715
*
```

## Properties
Strongest force on any atom, eV/A: 0.8
Energy relative to the best compared isomer or geometry (same formula, charge and spin), kJ/mol: 0.0
Expectation value of S²: 0.753
Kohn-Sham gap (alpha / beta), eV: 10.35 / 7.04
Energy, eV: -15160.1988



Record 9
The following is a DFT calculation (wB97M-V/def2-TZVPD) of C25H24N2O5 in the gas phase.

The geometry in ORCA input format:
```
! wB97M-V def2-TZVPD RIJCOSX def2/J DEFGRID3
* xyz 0 1
C -5.3962 -0.6006 -1.8649
O -5.0414 0.3163 -0.8583
C -3.7206 0.5705 -0.6641
C -2.6874 0.0136 -1.3875
C -1.3581 0.3402 -1.1079
C -1.0648 1.2410 -0.0963
C -2.0989 1.8002 0.6457
C -3.4200 1.4812 0.3804
O -4.4883 1.9747 1.0508
C -4.2589 2.8586 2.1219
C 0.3655 1.5415 0.2477
C 0.7077 0.6413 1.4473
O 0.5954 1.0293 2.5901
N 1.0889 -0.5993 1.1062
C 1.2685 -1.6788 2.0568
C 0.4479 -2.8457 1.6201
C -0.6884 -3.4137 2.1118
C -1.0412 -4.4436 1.2041
C -0.0999 -4.4171 0.2249
O 0.8067 -3.4560 0.4654
C 1.2846 1.3638 -0.9734
C 2.7334 1.3916 -0.5225
C 3.1868 2.5014 0.1834
C 4.4782 2.5572 0.6694
C 5.3438 1.4990 0.4493
C 4.9137 0.4099 -0.2824
C 3.6170 0.3457 -0.7773
C 3.1859 -0.8195 -1.6219
C 2.0399 -0.3807 -2.5240
N 0.9693 0.1517 -1.7094
C -0.2993 -0.3180 -1.8978
O -0.5245 -1.2555 -2.6461
H -6.4831 -0.6585 -1.8382
H -4.9739 -1.5920 -1.6723
H -5.0748 -0.2570 -2.8534
H -2.8609 -0.6940 -2.1821
H -1.8454 2.4759 1.4464
H -3.7751 3.7811 1.7848
H -5.2435 3.0943 2.5222
H -3.6499 2.3942 2.9037
H 0.4414 2.5692 0.6105
H 1.1018 -0.8603 0.1310
H 2.3302 -1.9538 2.1010
H 0.9465 -1.3205 3.0359
H -1.2053 -3.1367 3.0072
H -1.8807 -5.1039 1.2749
H 0.0302 -5.0004 -0.6646
H 1.1160 2.2305 -1.6405
H 2.5230 3.3357 0.3528
H 4.8081 3.4250 1.2198
H 6.3524 1.5310 0.8328
H 5.5899 -0.4093 -0.4818
H 4.0239 -1.1714 -2.2261
H 2.8642 -1.6540 -0.9912
H 1.6291 -1.2166 -3.0934
H 2.3907 0.3912 -3.2210
*
```

## Properties
Strongest force on any atom, eV/A: 1.0
SMILES string: COc1cc2c(cc1OC)[C@@H](C(=O)NCc1ccco1)[C@H]1c3ccccc3CCN1C2=O
Energy relative to the best compared isomer or geometry (same formula, charge and spin), kJ/mol: 172.4
Kohn-Sham gap, eV: 8.81
Energy, eV: -39532.7086



Record 10
The following is a DFT calculation (wB97M-V/def2-TZVPD) of C5H8O2 in the gas phase in a non-equilibrium geometry.

The geometry in ORCA input format:
```
! wB97M-V def2-TZVPD RIJCOSX def2/J DEFGRID3
* xyz 0 1
C 1.6040 -0.5200 0.3505
C 1.3988 0.8824 -0.2407
O 0.0109 1.4300 0.2848
C -1.0205 0.5673 -0.4452
C -1.9325 -0.0624 0.5178
C -0.7993 -0.9904 -0.2438
O 0.5769 -1.4234 -0.1071
H 2.6371 -0.9717 -0.0964
H 1.5881 -0.4629 1.4554
H 1.1250 0.7167 -1.4508
H 2.0347 1.8174 0.0864
H -1.3782 1.3183 -1.3743
H -3.0355 -0.2687 -0.1965
H -1.9677 -0.0884 1.6254
H -1.2093 -1.3757 -1.1019
*
```

## Properties
Strongest force on any atom, eV/A: 4.8
SMILES string: C1CO[C@@H]2C[C@@H]2O1
Energy relative to the best compared isomer or geometry (same formula, charge and spin), kJ/mol: 578.1
Kohn-Sham gap, eV: 9.94
Energy, eV: -9403.8408



> Among the records above, which one has the highest energy?

C5H8O2